This record from the OMol25 dataset describes C22H32BN7Pt as an isolated structure at a distorted geometry. The level of theory is wB97M-V/def2-TZVPD.

CARTESIAN COORDINATES (ANGSTROEM)
C -0.0020 2.8919 -0.7668
N -0.0060 1.6862 -1.3649
N 0.1465 1.8955 -2.7224
C 0.0386 3.2134 -2.9746
C -0.0464 3.8788 -1.7645
B 0.3548 0.6803 -3.6921
N 1.4184 -0.2285 -2.9966
N 1.2630 -0.5681 -1.6681
C 2.3221 -1.3152 -1.2798
C 3.0948 -1.5603 -2.4049
C 2.5002 -0.8800 -3.4648
Pt -0.3791 -0.2591 -0.6193
N -0.9797 -0.1086 -3.5481
N -1.4138 -0.5125 -2.3077
C -2.5686 -1.2082 -2.4451
C -2.8734 -1.2453 -3.8076
C -1.8556 -0.5439 -4.4723
H -3.0428 -1.6226 -1.5605
H -1.6580 -0.3059 -5.5115
H -3.7212 -1.7329 -4.2628
H 0.6391 1.0006 -4.8130
H 2.7341 -0.8313 -4.5306
H 0.0130 3.5416 -4.0074
H 3.9811 -2.1820 -2.4296
H -0.1355 4.9353 -1.6174
H 2.4419 -1.5854 -0.2413
H 0.0940 2.9878 0.2999
H -0.5762 -1.9999 -0.1148
C 0.0427 -2.2165 0.8278
H 0.7696 -2.9860 0.5267
H 0.6103 -1.3850 1.2687
H -0.6638 -2.5872 1.5794
C -4.6941 2.2698 4.8224
C -4.0078 2.8355 3.6201
C -3.2368 4.0147 3.6466
C -2.4140 4.3774 2.5593
C -1.5914 5.6283 2.5783
C -2.3038 3.4724 1.5023
C -2.7957 2.1608 1.7652
C -4.0155 2.0633 2.4572
N -1.8194 1.1626 2.1058
C -2.1654 -0.1058 2.3057
C -0.6069 1.6394 2.8166
C -3.3227 -0.6761 1.5487
C -1.5450 -0.8770 3.4117
H -4.4675 2.8446 5.7222
H -5.7804 2.2214 4.6818
H -4.3495 1.2367 4.9883
H -3.2419 4.6369 4.5436
H -2.1717 6.4730 2.9562
H -0.7080 5.5438 3.2278
H -1.2302 5.8790 1.5774
H -1.7886 3.7255 0.5783
H -4.7879 1.3085 2.2785
H -0.7405 1.6409 3.9156
H 0.2566 1.0385 2.5459
H -0.4125 2.6608 2.4869
H -3.6205 -0.0504 0.7028
H -3.0723 -1.6659 1.1499
H -4.1815 -0.8347 2.2223
H -1.8716 -0.5242 4.4029
H -0.4491 -0.8587 3.4350
H -1.8483 -1.9210 3.3314

## Properties
frontier orbital gap (spin up / spin down)	6.71 / 6.70	eV
spin multiplicity	3
<S²>	2.0722
E_tot	-37667.6671	eV
highest occupied orbital energy (spin up / spin down)	-0.5075 / -0.5086	Ha
net charge	+2

Charge distribution, natural (NBO) scheme, values in e: -0.018 -0.356 -0.305 0.043 -0.324 0.537 -0.306 -0.388 -0.011 -0.319 0.045 1.076 -0.312 -0.372 -0.012 -0.317 0.043 0.223 0.255 0.262 0.015 0.256 0.255 0.262 0.254 0.225 0.219 0.169 -0.849 0.284 0.228 0.248 -0.638 0.003 -0.201 -0.004 -0.647 -0.201 0.137 -0.168 -0.321 0.470 -0.430 -0.717 -0.723 0.246 0.250 0.212 0.239 0.248 0.236 0.225 0.237 0.230 0.247 0.223 0.252 0.253 0.258 0.280 0.284 0.257 0.254

This record from the OMol25 dataset describes C22H32BN7Sn as an isolated structure at a distorted geometry. The level of theory is wB97M-V/def2-TZVPD.

CARTESIAN COORDINATES (ANGSTROEM)
H -1.1269 -2.9691 0.2096
N 0.3506 -1.9432 -0.6805
B 2.3499 -1.0480 -2.1086
N 1.2586 -2.1532 -1.7203
C 1.0911 -3.4271 -2.1373
Sn 0.6929 0.5719 0.4234
H 1.6485 -3.8462 -2.9530
C 0.0477 -4.0488 -1.4308
H -0.4074 -5.0259 -1.5825
C -0.3728 -3.0774 -0.5322
H 3.1266 -1.4114 -3.0076
C 1.4221 2.3012 1.7280
H 0.3387 2.4622 1.9639
H 1.9130 3.2494 1.4488
H 1.9596 1.8589 2.6111
N 3.1217 -0.5731 -0.8737
N 1.5509 0.2645 -2.5688
N 2.6080 0.1083 0.2347
N 0.8661 1.1273 -1.7431
C 4.4556 -0.6615 -0.7375
C 1.4783 0.7422 -3.8187
H 5.0987 -1.1046 -1.5021
H 2.0249 0.2940 -4.6252
C 4.8275 -0.1102 0.4842
C 0.6503 1.8384 -3.8415
C 3.6534 0.3658 1.0408
C 0.2447 2.0416 -2.5263
H 5.8051 -0.0004 0.9457
H 0.3104 2.4585 -4.6407
H 3.5427 0.8434 1.9814
H -0.4525 2.7668 -2.1050
H -0.3853 -1.0051 -0.7841
C -6.7413 -1.1140 1.8466
C -5.2343 -1.1074 1.8761
C -4.5524 -2.1675 2.4994
C -3.1541 -2.1346 2.6566
C -2.4336 -3.3275 3.2372
C -2.4599 -0.9890 2.2719
C -3.0862 0.0905 1.5300
C -4.5163 -0.0395 1.3434
N -2.3069 1.0761 1.0549
C -2.8172 2.3306 0.5190
C -3.4649 2.1422 -0.8589
C -3.7970 3.0254 1.4714
C -1.6625 3.3133 0.3142
H -7.1488 -2.0328 1.4102
H -7.1371 -1.0418 2.8674
H -7.1218 -0.2633 1.2766
H -5.0974 -3.0529 2.8415
H -2.4414 -3.3390 4.3358
H -2.9181 -4.2526 2.9072
H -1.3845 -3.3773 2.9202
H -1.4123 -0.8748 2.5741
H -5.0507 0.7100 0.7464
H -4.3336 1.4753 -0.8189
H -3.7985 3.1213 -1.2406
H -2.7312 1.7175 -1.5618
H -4.7091 2.4380 1.6450
H -3.3017 3.2077 2.4394
H -4.0900 3.9976 1.0403
H -0.9083 2.8779 -0.3496
H -2.0312 4.2354 -0.1632
H -1.1743 3.5706 1.2599

## Properties
frontier orbital gap (spin up / spin down)	4.20 / 4.20	eV
spin multiplicity	1
E_tot	-40267.8478	eV
highest occupied orbital energy (spin up / spin down)	-0.1827 / -0.1828	Ha

Charge distribution, natural (NBO) scheme, values in e: 0.270 -0.411 0.556 -0.311 0.091 1.213 0.237 -0.338 0.259 0.073 -0.008 -1.168 0.231 0.223 0.198 -0.340 -0.325 -0.476 -0.405 0.037 0.006 0.234 0.225 -0.344 -0.332 0.045 0.003 0.245 0.238 0.242 0.248 0.474 -0.624 -0.001 -0.348 0.004 -0.629 -0.336 0.210 -0.318 -0.708 0.095 -0.616 -0.623 -0.576 0.205 0.213 0.205 0.187 0.214 0.206 0.194 0.194 0.182 0.213 0.189 0.188 0.218 0.211 0.188 0.162 0.200 0.214

This record from the OMol25 dataset describes C22H32BN7Sn as an isolated structure at a distorted geometry. The level of theory is wB97M-V/def2-TZVPD.

CARTESIAN COORDINATES (ANGSTROEM)
H -1.0187 -2.5979 2.9289
N 0.6708 -1.7159 1.9520
B 3.0354 -1.0082 1.2325
N 2.0172 -1.6765 2.2331
C 2.2147 -2.3571 3.3856
Sn -0.0754 -0.8098 0.1737
H 3.1820 -2.4684 3.8371
C 0.9875 -2.8466 3.8430
H 0.8172 -3.4532 4.7150
C 0.0400 -2.3996 2.9294
H 4.1859 -1.1819 1.5960
C -1.0504 2.9351 -1.8896
H -1.7030 2.5276 -2.6846
H -0.7707 2.0132 -1.1800
H -0.1340 3.3708 -2.3677
N 2.8150 0.5658 1.2450
N 2.9334 -1.4278 -0.3010
N 1.6299 1.1937 0.8980
N 1.7980 -1.2439 -1.0645
C 3.7433 1.4860 1.5538
C 3.8808 -1.9294 -1.1088
H 4.7178 1.1177 1.8546
H 4.8439 -2.2282 -0.7350
C 3.1753 2.7501 1.4331
C 3.3839 -2.0429 -2.3910
C 1.8454 2.5230 1.0180
C 2.0917 -1.5634 -2.3511
H 3.6742 3.6908 1.6338
H 3.8894 -2.4786 -3.2359
H 1.0693 3.2702 0.8176
H 1.4101 -1.4240 -3.1859
H -1.6599 3.6546 -1.2914
C -6.7283 0.3816 -0.9232
C -5.4652 0.1114 -0.1418
C -5.4290 0.5294 1.1986
C -4.2705 0.3280 1.9587
C -4.3069 0.7204 3.4110
C -3.1651 -0.2714 1.3595
C -3.2331 -0.9100 0.0940
C -4.3642 -0.5459 -0.7127
N -2.1730 -1.7603 -0.2280
C -2.2180 -2.6133 -1.4286
C -3.5381 -3.4052 -1.4592
C -2.0833 -1.8210 -2.7503
C -0.9937 -3.5320 -1.3072
H -7.5500 -0.2087 -0.4953
H -7.0791 1.4243 -0.8504
H -6.6563 0.1160 -1.9866
H -6.3515 0.9070 1.6630
H -4.5756 1.7751 3.5790
H -5.0644 0.1262 3.9436
H -3.3546 0.5387 3.9156
H -2.2310 -0.2964 1.9190
H -4.3751 -0.7246 -1.7962
H -4.3894 -2.7598 -1.7112
H -3.5181 -4.2243 -2.1886
H -3.7020 -3.8404 -0.4738
H -1.1144 -1.2914 -2.8572
H -2.1344 -2.5563 -3.5683
H -2.9102 -1.1159 -2.9492
H -1.0695 -4.3227 -2.0798
H -0.0540 -2.9445 -1.4752
H -0.9946 -3.9877 -0.3000

## Properties
frontier orbital gap (spin up / spin down)	5.35 / 5.68	eV
spin multiplicity	1
relative energy (zero: lowest compared OMol25 entry of this formula, charge and spin)	6.89	kcal per mole
E_tot	-40256.3768	eV
highest occupied orbital energy (spin up / spin down)	-0.5289 / -0.5298	Ha
net charge	+2

Charge distribution, natural (NBO) scheme, values in e: 0.245 -0.543 0.529 -0.298 0.079 1.832 0.261 -0.304 0.271 0.017 0.010 -0.841 0.220 0.162 0.241 -0.344 -0.309 -0.374 -0.484 0.025 0.061 0.242 0.254 -0.329 -0.312 -0.004 0.007 0.261 0.268 0.238 0.245 0.233 -0.653 0.019 -0.057 0.016 -0.649 -0.198 0.259 -0.206 -0.535 0.066 -0.614 -0.620 -0.620 0.250 0.251 0.236 0.245 0.252 0.251 0.226 0.202 0.236 0.227 0.251 0.230 0.206 0.250 0.223 0.262 0.199 0.231